[1]
ORCA calculation (ωB97M-V/def2-TZVPD) on a cluster of 8 separate species, C18H44ClN5O11 in total at a distorted geometry.

Its lowest unoccupied orbital energy is -0.00401 Ha. The orbital gap comes out at 8.3 eV.

Last column: Löwdin charge in e.
Geometry (Å):
O -3.3536 2.8460 0.0921  0.2306
H -3.6668 1.9832 0.4872  0.0986
H -3.9421 3.2358 -0.5723  0.1602
H -3.1131 3.4985 0.8102  0.0989
Cl -0.4652 0.3843 0.3283  0.6481
O -1.1960 1.1650 1.3272  -0.3908
O 0.9376 0.7154 0.4240  -0.3616
O -0.7275 -1.0237 0.4901  -0.3551
O -0.9246 0.7762 -0.9712  -0.3674
O 3.7435 3.3501 -2.9369  0.0154
C 3.7256 2.8949 -1.8020  -0.5877
N 2.5214 2.8319 -1.1612  0.1726
C 4.9798 2.4980 -1.0884  -0.0046
H 1.8077 3.1419 -1.8014  0.1099
H 2.3569 2.5294 -0.2288  0.0377
H 4.6733 2.0060 -0.1598  0.0693
H 5.6369 3.3319 -0.8651  0.0871
H 5.5088 1.7230 -1.6408  0.0830
O 4.2907 4.0008 2.5691  0.0059
C 3.4621 3.3565 3.2192  -0.5899
N 2.4026 2.8214 2.5712  0.1760
C 3.7522 2.9047 4.6284  -0.0063
H 2.2949 2.9793 1.5935  0.0670
H 1.8422 2.2304 3.1623  0.1008
H 3.8087 3.8320 5.2011  0.0859
H 4.7522 2.4796 4.6176  0.0892
H 3.0139 2.2062 5.0139  0.0719
O -2.9709 4.8385 1.8613  0.0170
C -1.8624 5.2925 2.1481  -0.5300
N -1.7087 6.3646 2.9610  0.1730
C -0.6203 4.7583 1.4749  0.0084
H -0.8801 6.2859 3.5332  0.1154
H -2.5895 6.6367 3.3783  0.1176
H -0.3564 3.7674 1.8638  0.0727
H 0.2679 5.3503 1.7008  0.0827
H -0.6734 4.5858 0.4006  0.0892
O -1.3914 4.7157 -2.5256  0.0201
C -2.3274 4.2138 -3.1427  -0.5998
N -2.5207 2.8680 -3.1204  0.1680
C -3.1601 5.0543 -4.0638  -0.0168
H -3.2090 2.5836 -3.7963  0.1006
H -1.9324 2.2997 -2.5275  0.0867
H -2.7305 6.0176 -4.3189  0.0847
H -4.1686 5.2655 -3.6985  0.0803
H -3.3085 4.5329 -5.0155  0.0808
C 1.3270 -3.9966 0.8105  -0.0791
C 0.9623 -4.6314 -0.5228  -0.2687
N 1.6710 -5.8420 -0.9412  -0.1789
C 1.0520 -6.3279 -2.1656  -0.2806
C -0.1457 -7.2448 -1.8740  -0.0932
C 3.0800 -5.4896 -1.1457  -0.2655
C 3.9475 -6.6753 -1.6113  -0.0930
H 1.2740 -4.7327 1.6152  0.0770
H 0.6810 -3.1520 1.0487  0.0504
H 2.3229 -3.5512 0.7922  0.0668
H -0.1119 -4.8252 -0.5769  0.1035
H 1.1827 -3.9148 -1.3340  0.1154
H 0.7249 -5.5631 -2.8865  0.1151
H 1.6700 -6.9245 -2.8421  0.1022
H 0.0961 -8.2527 -1.5391  0.0675
H -0.8845 -6.7901 -1.2141  0.0572
H -0.6582 -7.4184 -2.8276  0.0675
H 3.4689 -5.2560 -0.1520  0.1020
H 3.2665 -4.5896 -1.7467  0.1210
H 3.7584 -7.5599 -1.0042  0.0773
H 4.9799 -6.4418 -1.3351  0.0667
H 3.8904 -6.8196 -2.6869  0.0598
O -4.5031 0.5517 0.6824  0.0882
C -4.3681 -0.6295 0.8903  -0.4127
O -5.0208 -1.4580 0.0445  0.0488
C -4.5041 -2.7726 0.1596  -0.1624
C -4.0142 -2.8741 1.5951  -0.1230
C -3.7580 -1.3880 2.0475  -0.0349
H -3.6507 -2.9958 -0.4896  0.1291
H -5.2685 -3.4834 -0.1461  0.1266
H -3.0617 -3.3785 1.7240  0.1130
H -4.8200 -3.3318 2.1700  0.1115
H -2.6729 -1.2534 1.9512  0.0985
H -3.8928 -1.1170 3.0897  0.1315

***

[2]
ORCA calculation (ωB97M-V/def2-TZVPD) on a structure of composition C18H44N10O5P2Ti.

The calculation puts the energy relative to the best compared isomer or geometry (same formula, charge and spin) at 0.000 eV. The spin multiplicity is 2. The expectation value of S² is 0.75. Its lowest unoccupied orbital energy (alpha / beta) is -0.25670 / -0.24247 Ha. The orbital gap (alpha / beta) comes out at 9.1 / 10.2 eV. The total charge is +3.

Last column: Löwdin charge in e.
Geometry (Å):
Ti 1.1530 0.1648 1.4980  1.1091
C -2.9034 0.7237 0.1523  -0.0447
N -2.8235 -0.3321 1.1757  -0.2878
C -3.9097 -1.3187 1.1314  -0.0673
P -1.9413 -0.1169 2.5136  0.5207
O -0.6595 0.6370 2.2274  -0.3406
O -1.4962 -1.6016 2.9930  -0.2408
P -0.4234 -2.6101 2.3457  0.5328
O 0.6452 -1.7353 1.6820  -0.3611
N -1.0648 -3.5662 1.2233  -0.2851
C -2.0305 -4.6137 1.5881  -0.0561
C -0.9042 -3.3736 -0.2183  -0.0528
N 0.0021 -3.5014 3.6131  -0.2871
C -0.0552 -3.0749 5.0153  -0.0445
C 0.7300 -4.7645 3.4157  -0.0559
N -2.7634 0.4915 3.7486  -0.2782
C -2.1065 0.6361 5.0507  -0.0608
C -4.1776 0.8760 3.7172  -0.0407
H -3.8088 1.3196 0.2772  0.0984
H -2.9193 0.2541 -0.8305  0.0980
H -2.0338 1.3734 0.2163  0.0815
H -4.8870 -0.8412 1.2181  0.0956
H -3.8040 -2.0416 1.9384  0.0845
H -3.8738 -1.8444 0.1766  0.0900
H -2.1660 -4.6542 2.6663  0.0917
H -1.6722 -5.5830 1.2406  0.1023
H -2.9938 -4.4095 1.1196  0.0922
H -0.1141 -2.6570 -0.4202  0.0685
H -1.8352 -3.0189 -0.6640  0.0873
H -0.6400 -4.3264 -0.6774  0.1028
H -0.6368 -2.1655 5.1223  0.0663
H 0.9518 -2.9101 5.4019  0.0973
H -0.5289 -3.8607 5.6036  0.1054
H 0.7521 -5.0396 2.3640  0.0851
H 0.2330 -5.5573 3.9749  0.1039
H 1.7539 -4.6695 3.7784  0.0971
H -1.0440 0.4055 4.9708  0.0726
H -2.5617 -0.0315 5.7840  0.1028
H -2.2064 1.6639 5.4004  0.1005
H -4.5649 0.8283 2.7037  0.0701
H -4.2783 1.9005 4.0740  0.1023
H -4.7666 0.2174 4.3562  0.1041
N 3.1748 -0.3958 0.5658  0.0298
C 3.3798 0.4174 -0.6676  -0.2530
C 3.1767 -0.4530 -1.9190  -0.1299
C 2.9929 0.2972 -3.2424  -0.1573
C 4.1319 1.2041 -3.6952  -0.1591
N 5.2804 0.4268 -4.1799  0.0945
C 6.4046 0.9882 -4.6329  -0.4218
N 7.3681 0.2291 -5.1509  0.2183
N 6.5754 2.3029 -4.5466  0.2333
C 2.4089 1.6012 -0.6555  -0.5418
O 2.6175 2.5942 -1.2906  0.1465
O 1.3277 1.3952 0.0974  -0.1368
H 3.9301 -0.2162 1.2209  0.1027
H 3.2248 -1.3869 0.3430  0.1089
H 4.3861 0.8372 -0.6711  0.1598
H 2.2791 -1.0617 -1.7663  0.1237
H 4.0170 -1.1509 -1.9791  0.1254
H 2.1029 0.9231 -3.1856  0.1245
H 2.7865 -0.4357 -4.0274  0.1288
H 4.4506 1.8482 -2.8748  0.1154
H 3.7594 1.8423 -4.5005  0.1420
H 5.1094 -0.5276 -4.4571  0.1586
H 7.2855 -0.7725 -5.1884  0.1362
H 8.1897 0.6365 -5.5658  0.1402
H 5.8280 2.9114 -4.2601  0.1234
H 7.4323 2.7365 -4.8491  0.1442
C 2.6604 3.6724 5.5272  0.0327
N 2.6659 2.4565 4.7111  -0.0947
C 3.5383 1.4022 4.8487  -0.0146
C 3.2028 0.5009 3.8923  -0.1025
N 2.1276 0.9906 3.1713  -0.0641
C 1.8372 2.1743 3.7067  -0.1085
H 3.6305 4.1580 5.4615  0.1090
H 2.4441 3.4181 6.5618  0.1081
H 1.8961 4.3455 5.1498  0.1023
H 4.3039 1.3910 5.6051  0.1434
H 3.6410 -0.4634 3.6958  0.1154
H 1.0495 2.8331 3.3774  0.1573

***

[3]
ORCA calculation (ωB97M-V/def2-TZVPD) on a cluster of 3 separate species, C18H44N6O4P in total at a distorted geometry.

Its lowest unoccupied orbital energy is -0.10674 Ha. The orbital gap comes out at 8.0 eV. The total charge is +1.

Last column: Löwdin charge in e.
Geometry (Å):
C 2.4373 1.1025 -0.1830  -0.0919
C 1.5107 0.4325 -1.1857  -0.2604
C 2.2024 -0.6260 -2.0500  -0.1883
C 2.4746 -1.9610 -1.3816  -0.1812
N 1.3685 -2.9452 -1.5742  0.0347
C 0.2005 -2.5821 -0.8977  -0.2805
C -0.0783 -2.3429 0.4148  0.0017
N -1.4085 -1.9468 0.4772  -0.0875
P -2.0915 -1.4985 2.0283  0.7461
O -1.5022 -0.2761 2.5633  -0.3609
C -1.9382 -1.9597 -0.7581  -0.2308
C -3.2997 -1.5803 -1.1944  -0.0546
C -3.4660 -0.0553 -1.3667  -0.3614
O -3.4905 0.5673 -0.1026  -0.0234
C -4.7605 0.2281 -2.1711  -0.2164
N -4.5523 0.6117 -3.5731  0.0157
N -0.9652 -2.3510 -1.5853  0.2335
H 3.2048 1.6845 -0.6777  0.0716
H 2.8822 0.4022 0.5173  0.0702
H 1.8542 1.7951 0.4184  0.0764
H 1.1478 1.2087 -1.8564  0.1055
H 0.6319 0.0621 -0.6611  0.0816
H 1.6281 -0.7648 -2.9623  0.1101
H 3.1693 -0.2178 -2.3338  0.1056
H 3.3322 -2.4096 -1.8714  0.1207
H 2.7429 -1.8584 -0.3304  0.1147
H 1.6936 -3.8375 -1.2257  0.1287
H 0.5874 -2.4082 1.2503  0.1425
H -3.4651 -1.4133 1.7871  0.0242
H -1.8194 -2.6222 2.8166  0.0452
H -3.5077 -2.0983 -2.1245  0.1354
H -4.0233 -1.9210 -0.4595  0.1261
H -2.6247 0.3370 -1.9250  0.1466
H -4.2584 0.2381 0.3723  0.0897
H -5.2435 1.0695 -1.6889  0.1222
H -5.4341 -0.6238 -2.1406  0.1167
H -3.9613 -0.0750 -4.0270  0.0634
H -4.0471 1.4884 -3.5880  0.0751
H -1.0644 -2.4561 -2.5826  0.1909
C 6.7209 2.0698 -6.0404  -0.0664
C 5.4794 2.2498 -5.1734  -0.4318
C 5.7579 2.1851 -3.6656  -0.2115
O 5.9733 0.8816 -3.1570  -0.2071
C 7.2909 0.3813 -3.3126  -0.1010
N 4.4612 1.2800 -5.5910  0.0392
H 7.0365 1.0279 -6.0883  0.0656
H 6.5132 2.3885 -7.0608  0.0781
H 7.5554 2.6646 -5.6649  0.0807
H 5.0835 3.2495 -5.3735  0.1360
H 4.8703 2.5554 -3.1438  0.1143
H 6.5905 2.8431 -3.3869  0.1221
H 8.0341 1.1773 -3.2218  0.0929
H 7.4155 -0.1285 -4.2702  0.0767
H 7.4610 -0.3466 -2.5198  0.0862
H 3.5939 1.4697 -5.0963  0.0623
H 4.7506 0.3647 -5.2569  0.0656
C -2.6652 -0.3289 6.9935  -0.0645
C -3.3561 0.4933 5.9108  -0.4266
C -4.4490 1.4310 6.4383  -0.2082
O -5.6601 0.7901 6.7805  -0.1893
C -5.7017 0.2120 8.0739  -0.0996
N -3.8699 -0.4127 4.8774  0.0304
H -3.2880 -1.1536 7.3395  0.0655
H -1.7442 -0.7620 6.6035  0.0735
H -2.4075 0.2897 7.8541  0.0824
H -2.5948 1.1256 5.4458  0.1360
H -4.7087 2.1302 5.6388  0.1230
H -4.0803 2.0297 7.2805  0.1237
H -5.1326 0.8046 8.7951  0.0924
H -5.3273 -0.8144 8.0679  0.0749
H -6.7441 0.1885 8.3881  0.0893
H -4.2349 0.1462 4.1104  0.0651
H -4.6901 -0.8791 5.2576  0.0723